# 1
The following is a DFT calculation (wB97M-V/def2-TZVPD) of C44H51IMnN5S2Sb as an isolated structure at a distorted geometry.

Properties
Lowest unoccupied orbital energy (spin up / spin down)   -0.57 / -0.18 eV
Highest occupied orbital energy (spin up / spin down)   -0.220 / -0.267 Ha
Net charge   0
HOMO-LUMO gap (spin up / spin down)   5.432 / 7.098 eV
Spin multiplicity   6
Largest force on an atom   1.1 eV Å⁻¹

```
105
Properties=species:S:1:pos:R:3:forces:R:3:lowdin_charge:R:1
Mn 0.5314 -0.1400 -0.4815 -0.1 0.0 -0.3 0.467
C 5.5414 -1.3580 -0.7150 0.0 -0.1 0.1 -0.011
C 5.7599 -2.8421 -0.5440 0.1 0.1 0.1 -0.209
C 6.9377 -3.4156 -1.0257 0.0 0.0 0.0 -0.050
C 7.2370 -4.7565 -0.8393 0.0 0.0 0.0 -0.082
C 6.3452 -5.5696 -0.1524 0.0 0.0 0.0 -0.084
C 5.1572 -5.0319 0.3129 0.0 0.0 -0.1 -0.023
C 4.8586 -3.6850 0.1188 -0.2 0.0 0.1 -0.204
N 3.6250 -3.2077 0.6641 0.1 0.2 0.0 0.142
C 2.7609 -2.3436 0.0264 -0.1 -0.2 -0.4 -0.379
N 2.7609 -2.5198 -1.3291 -0.4 0.3 0.2 0.152
C 2.4513 -1.5704 -2.3460 0.5 -0.6 0.1 -0.223
C 1.6438 -0.4776 -2.1145 -0.4 0.5 0.0 -0.166
C 1.5428 0.4754 -3.1307 0.2 0.0 -0.2 -0.174
C 2.1744 0.3090 -4.3566 0.0 -0.1 0.2 -0.102
C 2.8961 -0.8551 -4.5871 0.0 0.0 -0.1 -0.050
C 3.0553 -1.8092 -3.5915 0.1 0.0 0.0 -0.222
C 3.8684 -3.0571 -3.8391 0.0 0.0 0.0 -0.038
N 1.9766 -1.5144 0.6486 0.5 0.0 0.1 0.075
C 2.1630 -1.4201 2.0666 0.0 0.0 -0.4 -0.334
C 3.0783 -0.5144 2.5807 0.1 0.2 0.1 -0.057
C 3.2157 -0.3507 3.9514 -0.1 -0.1 0.0 -0.079
C 2.4311 -1.1074 4.8134 0.0 0.0 -0.1 -0.085
C 1.5298 -2.0262 4.2912 0.0 0.0 -0.1 -0.046
C 1.3806 -2.1998 2.9157 -0.1 -0.1 0.2 -0.239
C 0.3870 -3.1789 2.3509 0.0 0.0 0.1 -0.025
H 6.5023 -0.8436 -0.7206 0.0 0.0 0.0 0.086
H 4.9427 -0.9341 0.0927 0.0 -0.1 0.0 0.071
H 5.0341 -1.1173 -1.6521 0.0 0.0 0.0 0.080
H 7.6482 -2.7731 -1.5367 0.0 -0.1 0.0 0.115
H 8.1700 -5.1590 -1.2141 0.0 0.0 0.0 0.104
H 6.5637 -6.6187 0.0071 0.0 0.1 0.0 0.104
H 4.4345 -5.6545 0.8288 0.0 0.0 0.0 0.115
H 3.4860 -3.3172 1.6561 0.1 0.1 0.0 0.144
H 3.3395 -3.2879 -1.6213 0.0 0.0 -0.1 0.107
H 0.9483 1.3638 -2.9703 0.0 0.0 0.0 0.028
H 2.0862 1.0642 -5.1294 0.0 0.0 0.0 0.099
H 3.3518 -1.0320 -5.5571 0.0 0.0 0.1 0.109
H 4.1433 -3.1261 -4.8908 0.0 0.0 0.0 0.080
H 3.3146 -3.9697 -3.5924 0.0 0.1 0.0 0.088
H 4.7994 -3.0730 -3.2593 -0.1 0.0 0.0 0.072
H 3.6598 0.0872 1.8908 0.0 0.0 0.0 0.112
H 3.9223 0.3709 4.3423 0.0 0.0 0.0 0.103
H 2.5154 -0.9798 5.8855 0.0 0.0 0.0 0.101
H 0.9147 -2.6196 4.9595 0.0 0.0 0.0 0.109
H -0.1500 -3.6884 3.1517 0.0 0.0 0.0 0.079
H 0.8659 -3.9419 1.7294 0.0 0.1 0.0 0.082
H -0.3411 -2.6743 1.7137 0.0 0.0 0.0 0.058
S 0.1752 0.9020 1.5573 -0.4 0.2 0.7 0.717
C -1.4014 1.6271 1.5310 0.0 0.2 -1.1 -0.613
N -2.1407 1.6438 2.6683 -0.3 0.2 0.5 -0.121
C -3.4565 2.2699 2.6874 0.1 -0.3 0.1 -0.116
C -3.4704 3.4208 1.7303 0.1 0.1 -0.4 -0.119
N -3.0775 2.9448 0.4138 -0.2 0.2 0.0 -0.121
C -3.8878 3.3625 -0.7310 0.0 -0.1 0.2 -0.135
C -5.2655 2.7491 -0.6700 0.0 -0.1 0.0 -0.215
C -6.3981 3.5043 -0.4026 -0.1 0.0 0.0 -0.054
C -7.6510 2.8990 -0.3171 0.1 0.0 0.0 -0.086
C -7.7710 1.5289 -0.4985 0.1 0.0 0.0 -0.093
C -6.6373 0.7641 -0.7699 0.0 0.1 0.0 -0.075
C -5.3939 1.3708 -0.8549 0.0 0.0 0.0 -0.033
C -1.9539 2.1836 0.3025 0.2 -0.4 1.0 -0.694
S -1.2871 1.8270 -1.2018 0.5 -0.2 -0.4 0.628
C -1.7475 1.0124 3.9194 0.1 0.0 0.0 -0.140
C -1.3143 2.0105 4.9716 0.0 0.0 0.0 -0.209
C -1.9121 2.0210 6.2267 0.0 0.0 0.0 -0.050
C -1.5113 2.9329 7.2002 0.0 0.0 -0.1 -0.088
C -0.5078 3.8476 6.9195 0.0 0.0 -0.1 -0.094
C 0.0949 3.8445 5.6628 -0.1 -0.1 0.0 -0.077
C -0.3052 2.9327 4.6949 0.0 0.1 0.0 -0.031
H -3.6609 2.6156 3.7020 0.0 0.0 0.0 0.131
H -4.2264 1.5436 2.4046 0.0 0.0 0.0 0.139
H -2.7793 4.1970 2.0734 0.0 0.1 0.0 0.139
H -4.4700 3.8466 1.6746 0.0 0.0 -0.1 0.124
H -3.3707 3.0259 -1.6223 0.1 0.0 -0.1 0.051
H -3.9460 4.4531 -0.7695 0.0 0.0 0.1 0.131
H -6.3029 4.5769 -0.2652 0.0 0.0 0.0 0.110
H -8.5291 3.4996 -0.1120 0.0 0.0 0.0 0.100
H -8.7431 1.0551 -0.4336 0.0 0.0 0.0 0.100
H -6.7260 -0.3050 -0.9229 0.0 0.0 0.0 0.104
H -4.5072 0.7782 -1.0687 -0.1 0.0 0.0 0.107
H -0.9452 0.3049 3.7090 0.0 0.0 0.0 0.081
H -2.6055 0.4455 4.2894 0.0 0.0 0.0 0.126
H -2.6982 1.3054 6.4492 0.0 0.0 0.0 0.109
H -1.9895 2.9300 8.1724 0.0 0.0 0.0 0.101
H -0.1960 4.5609 7.6728 0.0 0.0 0.0 0.100
H 0.8818 4.5546 5.4393 0.0 0.0 0.0 0.102
H 0.1730 2.9251 3.7185 -0.1 0.0 0.1 0.095
I -2.0865 -1.9559 -2.4282 0.0 0.1 -0.3 0.720
C -0.8108 -1.6439 -0.7821 0.0 -0.2 0.2 -0.803
H -0.2678 -2.5757 -0.6700 0.1 -0.1 0.0 -0.049
H -1.4888 -1.5146 0.0583 0.0 0.0 0.2 -0.047
C -2.0407 -0.5188 -6.2030 0.0 -0.1 -0.1 -0.366
Sb -1.5661 1.0443 -4.8087 0.1 0.1 0.0 1.188
C -3.5899 1.7241 -4.6462 -0.2 0.0 0.0 -0.357
C -1.0609 2.4408 -6.3719 0.0 0.1 -0.1 -0.364
H -2.3267 -0.0845 -7.1642 0.0 -0.1 0.1 0.000
H -2.8715 -1.1119 -5.8131 0.1 0.0 0.0 -0.012
H -1.1790 -1.1749 -6.3400 -0.1 0.0 0.0 -0.008
H -4.0823 1.6609 -5.6199 0.0 0.0 0.1 0.003
H -3.6046 2.7598 -4.2988 0.0 -0.1 0.0 -0.004
H -4.1264 1.1024 -3.9256 0.0 0.1 0.0 -0.015
H -1.9408 2.6775 -6.9765 0.1 0.0 0.0 -0.002
H -0.3013 1.9873 -7.0146 0.0 0.1 0.0 -0.008
H -0.6556 3.3613 -5.9478 0.0 0.0 -0.1 -0.011
```
Positions in Å, forces in eV/Å.

=====

# 2
The following is a DFT calculation (wB97M-V/def2-TZVPD) of C47H34F12FeN3O5Te as an isolated structure at a distorted geometry.

Properties
Lowest unoccupied orbital energy (spin up / spin down)   4.16 / 4.16 eV
Energy relative to the best compared isomer or geometry (same formula, charge and spin)   0.0 kJ/mol
Highest occupied orbital energy (spin up / spin down)   -0.054 / -0.052 Ha
Net charge   -2
HOMO-LUMO gap (spin up / spin down)   5.618 / 5.587 eV
Spin multiplicity   6
Largest force on an atom   4.3 eV Å⁻¹

```
103
Properties=species:S:1:pos:R:3:forces:R:3:lowdin_charge:R:1
Fe -0.4918 -0.3701 0.4343 3.3 0.8 2.7 1.026
C 2.1750 1.6911 6.7738 0.1 0.1 -0.2 -0.079
C 2.1149 1.2223 5.3382 0.0 0.1 0.1 -0.302
C 3.0318 0.3196 4.8102 0.0 -0.1 0.0 -0.072
C 2.9180 -0.1497 3.5184 0.0 0.1 -0.1 -0.036
C 1.8325 0.2006 2.6621 0.0 0.0 -0.1 -0.218
N 1.5840 -0.3989 1.4653 -0.1 -0.2 0.0 0.047
C 2.1830 -1.6138 1.1531 0.2 0.1 0.2 -0.223
C 2.4246 -2.6267 2.1050 0.0 0.1 0.0 -0.035
C 3.0084 -3.8333 1.7828 0.0 0.0 0.1 -0.049
C 3.3802 -4.1155 0.4768 0.1 -0.1 0.0 -0.287
C 3.9792 -5.4488 0.1013 -0.1 0.1 0.0 -0.066
C 3.1202 -3.1505 -0.4826 -0.1 0.1 0.1 0.011
C 2.5164 -1.9262 -0.1827 0.0 0.0 -0.2 -0.052
C 2.1654 -0.9056 -1.2767 -0.2 0.0 0.0 -0.311
O 0.9099 -0.3632 -1.1568 0.0 -0.1 0.3 -0.350
C 2.1290 -1.5705 -2.6991 -0.1 0.0 0.1 -0.533
F 1.7496 -0.6818 -3.6215 0.0 0.1 -0.1 0.155
F 3.2810 -2.1053 -3.1746 0.0 -0.1 0.0 0.106
F 1.2279 -2.5723 -2.7111 0.0 0.1 0.0 0.141
C 3.2799 0.2162 -1.2940 -0.1 -0.1 0.0 -0.518
F 2.8449 1.3510 -1.8493 0.0 0.0 0.0 0.119
F 4.3729 -0.1597 -2.0148 0.0 0.0 0.1 0.119
F 3.7422 0.5142 -0.0771 -0.1 0.1 0.0 0.159
C 1.0618 1.3092 3.1310 -0.1 -0.1 0.0 -0.067
C 1.1901 1.7466 4.4473 0.0 -0.1 -0.1 -0.016
C 0.2197 2.1230 2.1460 0.0 0.1 0.0 -0.343
O -0.2181 1.4874 1.0421 -0.4 -0.1 0.2 -0.333
C 1.1367 3.3057 1.6628 -0.1 -0.1 0.0 -0.534
F 0.4285 4.2651 1.0169 0.0 -0.1 0.0 0.115
F 1.7912 3.9406 2.6598 0.0 0.1 0.0 0.134
F 2.0603 2.8567 0.8188 0.1 0.0 0.0 0.158
C -1.0478 2.7621 2.8288 0.1 -0.1 0.0 -0.529
F -0.7854 3.8826 3.5561 0.0 0.0 0.1 0.111
F -1.9629 3.1217 1.9253 0.0 0.0 0.0 0.149
F -1.6466 1.8983 3.6680 0.0 0.0 -0.1 0.144
H 2.6677 0.9500 7.4074 0.0 0.0 0.0 0.061
H 1.1704 1.8624 7.1672 0.0 0.0 0.0 0.066
H 2.7290 2.6323 6.8713 0.0 0.0 0.0 0.066
H 3.8569 -0.0311 5.4279 0.0 0.0 0.0 0.100
H 3.6797 -0.8121 3.1354 0.0 -0.1 0.0 0.103
H 2.1338 -2.4436 3.1306 0.0 0.0 0.0 0.111
H 3.1608 -4.5763 2.5621 0.0 0.0 0.0 0.111
H 4.4772 -5.9066 0.9592 0.0 0.0 0.0 0.065
H 4.7087 -5.3431 -0.7058 0.0 0.0 0.0 0.068
H 3.2019 -6.1428 -0.2364 0.0 0.0 0.0 0.069
H 3.4136 -3.3723 -1.4960 0.0 0.0 -0.1 0.107
H 0.5595 2.5541 4.8008 0.0 0.0 0.0 0.113
C -0.5404 -1.9842 4.6425 0.0 0.0 0.0 -0.058
O -0.3082 -3.3740 4.3751 0.0 0.3 0.0 -0.089
C -0.2664 -3.8670 3.0966 -0.1 0.0 0.1 -0.227
C 0.0234 -5.2035 3.0082 0.0 -0.2 -0.2 -0.041
C 0.1271 -5.8629 1.7703 0.0 -0.1 0.1 -0.129
C -0.1128 -5.1616 0.6184 0.0 0.0 0.0 -0.082
C -0.4403 -3.7959 0.6674 0.4 0.0 0.2 -0.131
C -0.9064 -3.1298 -0.5179 -0.1 -0.6 0.0 -0.058
N -1.2388 -1.9082 -0.4475 -1.2 0.5 -0.6 -0.121
N -2.1283 -1.3186 -1.3160 -0.5 -0.2 -1.0 0.089
C -2.7113 -0.2766 -0.7435 -0.1 -1.1 0.3 -0.529
O -2.4442 0.1461 0.4481 -0.2 -0.1 -1.0 -0.111
C -3.8264 0.3383 -1.5118 0.0 0.2 0.2 -0.163
C -4.2295 -0.1508 -2.7481 0.0 -0.1 -0.2 -0.049
C -5.3064 0.4208 -3.4101 0.0 0.0 0.0 -0.099
C -5.9969 1.4837 -2.8404 0.1 0.0 0.1 -0.116
C -5.5893 1.9783 -1.6103 0.0 0.0 0.1 -0.091
C -4.5064 1.4109 -0.9524 -0.1 0.2 0.1 -0.018
C -0.4558 -3.0771 1.9144 -0.1 -0.2 -0.5 -0.282
O -0.6445 -1.8126 1.9874 -0.2 0.4 -0.1 -0.091
H -0.5259 -1.9042 5.7289 0.0 -0.1 0.0 0.084
H 0.2348 -1.3438 4.2238 0.0 0.0 0.0 0.073
H -1.5019 -1.6502 4.2592 0.0 0.0 0.0 0.092
H 0.1894 -5.7404 3.9362 0.0 0.0 0.0 0.108
H 0.3843 -6.9147 1.7365 0.0 0.0 0.0 0.083
H -0.0770 -5.6536 -0.3495 0.0 0.0 0.0 0.103
H -1.1015 -3.6806 -1.4408 -0.2 -0.1 0.2 0.132
H -3.6885 -0.9867 -3.1737 0.0 0.0 0.0 0.101
H -5.6151 0.0335 -4.3741 0.0 0.0 0.0 0.092
H -6.8440 1.9247 -3.3514 0.0 0.0 0.0 0.090
H -6.1124 2.8147 -1.1621 0.0 0.0 0.0 0.099
H -4.1629 1.7928 0.0021 0.0 0.0 0.0 0.121
Te -0.3776 1.8562 -1.7005 0.0 1.3 -1.1 1.671
C -0.0086 1.6468 -3.7999 0.0 -0.1 0.1 -0.470
C -0.7638 0.7990 -4.6054 0.0 0.0 0.0 -0.136
C -0.5346 0.7294 -5.9746 0.0 0.0 0.0 -0.102
C 0.4629 1.5028 -6.5556 0.0 0.0 0.1 -0.117
C 1.2369 2.3357 -5.7545 0.0 0.0 0.0 -0.103
C 1.0013 2.4040 -4.3863 0.0 0.0 0.0 -0.139
C -1.7105 3.4816 -2.2687 0.0 -0.1 0.2 -0.429
C -1.5326 4.7518 -1.7229 0.0 0.0 0.1 -0.134
C -2.3734 5.8075 -2.0662 0.0 -0.1 0.0 -0.110
C -3.4161 5.6077 -2.9618 0.1 -0.1 0.0 -0.122
C -3.6082 4.3435 -3.5100 0.0 0.1 0.0 -0.107
C -2.7637 3.2964 -3.1648 0.0 0.0 0.0 -0.140
H -1.5307 0.1782 -4.1533 0.0 0.0 0.0 0.089
H -1.1343 0.0660 -6.5897 0.0 0.0 0.0 0.092
H 0.6417 1.4526 -7.6238 0.0 0.0 0.0 0.086
H 2.0306 2.9301 -6.1947 0.0 0.0 0.0 0.091
H 1.6075 3.0491 -3.7600 0.0 0.0 0.0 0.092
H -0.7251 4.9187 -1.0184 0.0 0.0 0.0 0.078
H -2.2128 6.7884 -1.6311 0.0 0.0 0.0 0.090
H -4.0734 6.4277 -3.2298 0.0 0.0 0.0 0.084
H -4.4279 4.1692 -4.1998 0.0 0.0 0.0 0.092
H -2.9309 2.3178 -3.6017 0.0 0.0 0.0 0.083
```
Positions in Å, forces in eV/Å.

=====

# 3
The following is a DFT calculation (wB97M-V/def2-TZVPD) of C3H3AgNaO3 as an isolated structure at a distorted geometry.

Properties
Lowest unoccupied orbital energy (spin up / spin down)   -1.15 / -1.15 eV
Energy relative to the best compared isomer or geometry (same formula, charge and spin)   81.5 kJ/mol
Highest occupied orbital energy (spin up / spin down)   -0.225 / -0.285 Ha
Net charge   0
HOMO-LUMO gap (spin up / spin down)   4.969 / 6.597 eV
Spin multiplicity   2
Largest force on an atom   8.0 eV Å⁻¹

```
11
Properties=species:S:1:pos:R:3:forces:R:3:lowdin_charge:R:1
C 1.5427 1.2763 -0.5163 3.1 7.3 1.2 -0.187
C 0.4567 0.3625 -0.9831 -0.5 -0.7 -0.9 -0.209
O 0.5111 -0.8513 -0.2358 0.5 0.0 0.4 -0.134
O 1.3523 2.2606 0.2505 -0.7 -3.8 -1.5 -0.194
H 0.5714 0.1510 -2.0628 0.1 0.1 0.4 0.127
H -0.5209 0.8583 -0.8572 0.5 0.0 0.1 0.132
O -1.3130 -1.5412 -1.2961 0.0 -0.1 0.1 -0.161
C -0.4527 -1.8051 -0.4348 -0.4 -0.1 -0.3 -0.401
Ag 3.4378 4.1155 0.4251 -0.1 -0.2 -0.1 0.176
Na -1.9528 -3.6119 -0.4685 0.3 0.5 -0.1 0.699
H 2.8688 1.8383 -1.0767 -2.9 -2.9 0.5 0.152
```
Positions in Å, forces in eV/Å.

=====

# 4
The following is a DFT calculation (wB97M-V/def2-TZVPD) of one molecule with the formula H3NO2S at a distorted geometry.

Properties
Lowest unoccupied orbital energy   0.64 eV
Energy relative to the best compared isomer or geometry (same formula, charge and spin)   122.1 kJ/mol
Highest occupied orbital energy   -0.420 Ha
Net charge   0
SMILES string   N[SH](=O)=O
HOMO-LUMO gap   12.071 eV
Largest force on an atom   5.5 eV Å⁻¹

```
7
Properties=species:S:1:pos:R:3:forces:R:3:lowdin_charge:R:1
N 0.3852 0.0924 0.2427 -1.6 1.8 1.4 -0.098
S -1.2079 0.0145 -0.1751 -3.0 -4.5 -1.3 0.635
O -1.8749 -1.2946 0.2165 2.1 3.9 -0.2 -0.405
O -1.7042 1.3118 0.1488 -0.6 0.2 0.2 -0.348
H 0.5538 -0.7650 0.7033 0.8 -1.6 0.4 0.039
H 0.1159 0.7438 1.0507 1.6 -0.4 -0.9 0.097
H -1.2713 -0.1781 -1.5298 0.6 0.6 0.4 0.081
```
Positions in Å, forces in eV/Å.

=====

# 5
The following is a DFT calculation (wB97M-V/def2-TZVPD) of a 2-piece molecular cluster, H4O2 overall at a distorted geometry.

Properties
Lowest unoccupied orbital energy   0.64 eV
Energy relative to the best compared isomer or geometry (same formula, charge and spin)   19.5 kJ/mol
Highest occupied orbital energy   -0.395 Ha
Net charge   0
SMILES string   O.O
HOMO-LUMO gap   11.389 eV
Largest force on an atom   3.0 eV Å⁻¹

```
6
Properties=species:S:1:pos:R:3:forces:R:3:lowdin_charge:R:1
O 0.2004 -0.6636 -1.1949 0.6 1.4 0.0 -0.114
H 0.8338 -0.2903 -1.8365 -0.4 -0.5 0.3 0.033
H 0.0899 0.0931 -0.5514 0.0 -1.2 -0.7 -0.001
O -0.3259 0.5743 1.0857 1.5 0.3 2.6 -0.082
H 0.2223 1.1676 1.6787 -1.0 -0.4 -1.3 0.089
H -0.1422 -0.2560 1.5831 -0.5 0.3 -0.9 0.076
```
Positions in Å, forces in eV/Å.

=====

# 6
The following is a DFT calculation (wB97M-V/def2-TZVPD) of a 2-piece molecular cluster, C2H4F2 overall at a distorted geometry.

Properties
Lowest unoccupied orbital energy (spin up / spin down)   1.07 / 0.08 eV
Energy relative to the best compared isomer or geometry (same formula, charge and spin)   461.6 kJ/mol
Highest occupied orbital energy (spin up / spin down)   -0.331 / -0.295 Ha
Net charge   0
HOMO-LUMO gap (spin up / spin down)   10.084 / 8.106 eV
Largest force on an atom   3.5 eV Å⁻¹

```
8
Properties=species:S:1:pos:R:3:forces:R:3:lowdin_charge:R:1
C 0.8207 0.1828 -1.4471 -3.1 1.2 -1.1 0.081
C -0.7654 -0.2228 1.4447 1.4 1.6 -0.9 -0.252
F -0.5658 1.0202 1.8432 0.6 0.2 0.8 0.057
F -0.0514 -1.1507 1.9966 0.2 -0.5 0.8 0.101
H 1.8501 0.0899 -1.5290 1.6 -0.4 0.1 -0.043
H 0.0876 -0.5874 -1.2874 0.6 -0.7 0.4 -0.034
H 0.2989 0.9894 -2.0080 0.9 -0.2 0.6 0.000
H -1.6747 -0.3214 0.9870 -2.2 -1.2 -0.7 0.088
```
Positions in Å, forces in eV/Å.